1.
ORCA calculation (ωB97M-V/def2-TZVPD) on C6H12O in the gas phase.

Element x y z (Å)
C -1.74 -2.37 -1.26
C -0.50 -1.48 -1.36
O 0.19 -1.25 -0.12
C 0.00 0.15 0.14
C 0.50 0.95 1.32
C 0.91 2.35 0.90
C 1.90 1.44 1.55
H -2.46 -2.06 -2.03
H -1.53 -3.43 -1.42
H -2.22 -2.25 -0.29
H -0.86 -0.51 -1.72
H 0.19 -1.84 -2.12
H 0.39 0.65 -0.75
H -1.09 0.28 0.18
H -0.13 0.93 2.21
H 1.03 2.52 -0.17
H 0.54 3.22 1.43
H 2.71 1.03 0.96
H 2.18 1.68 2.57

Results
* relative energy (zero: lowest compared OMol25 entry of this formula, charge and spin): 52.7 kcal per mole
* total energy: -8462.070 eV
* frontier orbital gap: 10.767 eV
* F_max: 0.0105 Eh/bohr
* highest occupied orbital energy: -9.607 eV
* E_LUMO: 1.16 eV
* multiplicity: 1

Here are the Löwdin charges for atoms 1 to 2, given in e:
1. C -0.074
2. C -0.284


2.
ORCA calculation (ωB97M-V/def2-TZVPD) on a 11-piece molecular cluster, C6H31NO11 overall.

Element x y z (Å)
N 2.86 -1.07 2.95
C 2.07 -1.53 1.87
C 0.97 -2.25 2.10
C 0.06 -2.94 1.09
C -0.24 -2.03 -0.10
C -0.90 -2.82 -1.25
C -2.37 -2.57 -1.34
O -2.93 -1.53 -1.02
H 3.72 -0.58 2.73
H 3.18 -1.86 3.50
H 2.27 -1.11 0.89
H 0.83 -2.56 3.14
H 0.72 -3.71 0.68
H -0.81 -3.35 1.60
H -0.86 -1.17 0.10
H 0.69 -1.61 -0.46
H -0.48 -2.58 -2.24
H -0.76 -3.90 -1.21
H -3.08 -3.37 -1.62
O -1.15 2.25 -0.72
H -1.82 1.60 -0.39
H -0.44 2.19 -0.06
O -4.27 3.07 -0.46
H -3.88 2.46 0.19
H -3.81 3.14 -1.30
O 3.32 0.64 -2.00
H 3.52 1.00 -1.13
H 3.10 1.51 -2.39
O -2.58 0.46 0.72
H -2.56 -0.31 0.12
H -2.24 0.08 1.57
O 1.95 3.57 -0.09
H 2.47 4.24 -0.54
H 1.13 3.72 -0.61
O -0.18 0.23 -2.18
H -1.02 0.57 -1.85
H -0.15 0.12 -3.14
O -1.95 -0.57 3.25
H -1.12 -0.51 3.75
H -2.47 0.14 3.66
O 0.65 3.14 -2.95
H -0.04 2.81 -2.35
H 0.07 3.49 -3.64
O 2.10 -2.68 -2.20
H 2.08 -3.20 -1.39
H 2.50 -1.83 -1.96
O 0.30 3.88 2.06
H 0.55 3.93 2.99
H 1.03 3.44 1.61

Results
* relative energy (zero: lowest compared OMol25 entry of this formula, charge and spin): 57.3 kcal per mole
* total energy: -30736.672 eV
* frontier orbital gap: 8.807 eV
* F_max: 0.0371 Eh/bohr
* highest occupied orbital energy: -8.553 eV
* E_LUMO: 0.25 eV
* multiplicity: 1

Here are the Löwdin charges for atoms 1 to 2, given in e:
1. N 0.013
2. C -0.210


3.
ORCA calculation (ωB97M-V/def2-TZVPD) on C33H33BCl3N4O3SScSe2 as an isolated structure.

Element x y z (Å)
Sc -0.17 1.57 -1.59
C 4.15 0.54 -0.93
Se 2.84 1.86 -1.52
C 2.88 2.97 0.09
C 2.24 2.31 1.30
Se 0.29 2.22 1.13
C -0.01 0.72 2.32
H 5.09 1.07 -0.77
H 4.28 -0.17 -1.75
H 3.85 0.03 -0.02
H 2.40 3.91 -0.17
H 3.93 3.18 0.30
H 2.44 2.88 2.21
H 2.59 1.29 1.44
H 0.53 -0.16 1.98
H -1.08 0.52 2.34
H 0.31 1.01 3.32
O 0.57 4.52 -3.52
B 0.32 3.53 -2.61
O 0.07 4.09 -1.33
C 0.18 5.48 -1.51
C 0.03 6.48 -0.58
C 0.21 7.78 -1.05
C 0.52 8.02 -2.39
C 0.67 6.99 -3.31
C 0.49 5.72 -2.83
H -0.21 6.28 0.46
H 0.10 8.61 -0.37
H 0.65 9.05 -2.72
H 0.91 7.18 -4.35
Cl 2.99 -3.56 5.55
C 2.55 -3.90 3.92
C 2.06 -2.88 3.12
C 1.69 -3.18 1.82
C 1.79 -4.46 1.29
C 1.35 -4.80 -0.12
C 1.79 -3.81 -1.23
N 0.87 -2.70 -1.49
C -0.36 -2.79 -2.08
C -0.86 -1.53 -2.13
N 0.07 -0.65 -1.58
C 1.10 -1.41 -1.23
O -0.03 -5.11 -0.28
C -1.01 -4.50 0.56
C -1.02 -5.01 1.96
C -1.26 -4.25 3.07
Cl -1.60 -2.56 3.09
S -1.23 -5.15 4.53
C -0.90 -6.59 3.66
C -0.83 -6.38 2.32
C 2.31 -5.45 2.12
Cl 2.50 -7.08 1.56
C 2.68 -5.19 3.43
H 1.95 -1.89 3.53
H 1.26 -2.39 1.22
H 1.86 -5.73 -0.38
H 1.87 -4.37 -2.16
H 2.77 -3.39 -1.00
H -0.77 -3.73 -2.40
H -1.80 -1.19 -2.53
H 2.02 -1.05 -0.80
H -1.96 -4.73 0.07
H -0.91 -3.41 0.57
H -0.79 -7.52 4.19
H -0.63 -7.16 1.60
H 3.07 -5.98 4.06
N -4.24 0.78 -0.25
C -2.94 0.52 -0.38
N -2.32 1.40 -1.15
C -3.32 2.30 -1.57
C -3.25 3.42 -2.40
C -4.42 4.11 -2.62
C -5.64 3.71 -2.04
C -5.72 2.61 -1.22
C -4.53 1.92 -1.00
H -4.89 0.24 0.29
H -2.46 -0.32 0.11
H -2.33 3.74 -2.87
H -4.41 4.98 -3.27
H -6.53 4.29 -2.24
H -6.65 2.30 -0.77

Results
* relative energy (zero: lowest compared OMol25 entry of this formula, charge and spin): 3.0 kcal per mole
* total energy: -247321.856 eV
* frontier orbital gap: 7.269 eV
* charge: +2
* F_max: 0.0212 Eh/bohr
* highest occupied orbital energy: -12.863 eV
* E_LUMO: -5.59 eV
* multiplicity: 1

Here are the Löwdin charges for atoms 1 to 2, given in e:
1. Sc 0.914
2. C -0.348


4.
ORCA calculation (ωB97M-V/def2-TZVPD) on C2H2N2O2 in the gas phase.

Element x y z (Å)
N -1.36 1.42 -1.78
C -0.61 0.94 -1.04
C 0.58 0.54 -0.29
O 1.68 0.23 -0.61
N -0.30 -0.21 0.63
O 0.15 -1.41 1.22
H -1.15 0.08 1.08
H 1.01 -1.59 0.78

Results
* relative energy (zero: lowest compared OMol25 entry of this formula, charge and spin): 90.8 kcal per mole
* total energy: -9177.851 eV
* frontier orbital gap: 9.710 eV
* F_max: 0.1078 Eh/bohr
* highest occupied orbital energy: -10.079 eV
* E_LUMO: -0.37 eV
* multiplicity: 1

Here are the Löwdin charges for atoms 1 to 2, given in e:
1. N 0.180
2. C -0.173